ORCA calculation (wB97M-V/def2-TZVPD) on a structure of composition C26H37N5O4PtSSi3 in a non-equilibrium geometry.

```
77
C26H37N5O4PtSSi3, DFT wB97M-V/def2-TZVPD
Pt -0.3240 -0.5582 0.5055
O -2.2039 -4.5137 4.6285
C -2.8738 -4.6082 3.5035
O -3.7793 -5.3904 3.3406
C -2.4852 -3.6924 2.3870
C -3.1668 -3.6633 1.1860
N -2.5808 -2.7356 0.4116
N -1.5529 -2.1611 1.0487
C -1.4774 -2.7132 2.2496
C -0.3977 -2.1724 3.1700
O -0.3468 -2.6239 4.3222
O 0.3620 -1.3044 2.6582
H -1.4765 -3.8074 4.5857
H -4.0151 -4.2363 0.8596
H -2.8551 -2.3931 -0.4953
C 1.0838 0.6893 -2.9312
Si 0.9071 1.8877 -1.4681
C 2.1986 3.2368 -1.8007
C -0.7093 2.8706 -1.6743
C 1.1166 0.9904 0.1927
Si 1.1115 2.2375 1.6199
C -0.2829 3.5088 1.4372
C 2.7448 3.1970 1.6644
C 0.9013 1.5450 3.3585
Si 2.7213 0.0263 0.1332
C 4.2041 0.7693 -0.7689
C 3.3654 -0.5672 1.7978
C 2.2933 -1.5917 -0.7850
C 3.1926 -2.4326 -1.4305
C 2.7705 -3.6465 -1.9428
C 1.4422 -4.0086 -1.7830
C 0.5980 -3.1360 -1.1226
N 1.0031 -1.9566 -0.6525
H 0.5496 1.0882 -3.7940
H 0.7016 -0.3064 -2.7363
H 2.1317 0.5858 -3.2212
H 2.0963 3.5419 -2.8447
H 3.2306 2.9370 -1.6462
H 2.0101 4.1231 -1.1937
H -1.0547 2.8042 -2.7069
H -0.5157 3.9210 -1.4640
H -1.5213 2.5615 -1.0236
H -0.0630 4.2675 0.6894
H -0.4277 4.0192 2.3903
H -1.2277 3.0424 1.1615
H 2.9683 3.7248 0.7379
H 3.5808 2.5311 1.8770
H 2.7171 3.9314 2.4705
H -0.0564 1.0540 3.5278
H 0.9694 2.4060 4.0287
H 1.6653 0.8297 3.6469
H 4.5141 1.7079 -0.3135
H 4.0212 0.9536 -1.8272
H 5.0489 0.0833 -0.6861
H 3.7753 0.2469 2.3931
H 4.1716 -1.2837 1.6240
H 2.5855 -1.0544 2.3768
H 4.2257 -2.1300 -1.5285
H 3.4625 -4.3054 -2.4509
H 1.0611 -4.9484 -2.1550
H -0.4435 -3.3867 -0.9690
N -2.8345 0.9312 1.9470
C -3.0540 0.8832 0.6233
N -2.3112 0.1934 -0.2016
C -2.7825 0.3073 -1.5042
C -2.2361 -0.3287 -2.6098
C -2.8287 -0.1375 -3.8440
C -3.9600 0.6651 -3.9825
C -4.5255 1.2882 -2.8833
C -3.9281 1.0955 -1.6484
S -4.4033 1.7256 -0.0912
H -1.9327 0.6037 2.2736
H -3.3150 1.6100 2.5113
H -1.3420 -0.9245 -2.4982
H -2.4016 -0.6129 -4.7164
H -4.4045 0.8031 -4.9577
H -5.4058 1.9059 -2.9867
```

HOMO-LUMO gap = 8.08 eV
highest occupied orbital energy = -0.30285 Eh
total energy = -80922.706 eV
ΔE to the lowest compared entry with this formula, charge and spin = 192.35 kJ/mol
total charge = 0
molar mass = 795.02 g mol⁻¹
F_max = 1.2 eV/Å

Atomic partial charges in e from the Löwdin method, atoms 1 to 5: 1.046, 0.130, -0.514, 0.095, -0.035